# 1
Molecular formula: H20O10Xe
Method: DFT, ωB97M-V/def2-TZVPD

```
31
Properties=species:S:1:pos:R:3:forces:R:3:lowdin_charge:R:1
Xe 13.6600 10.3409 -10.7491 -0.02 -0.09 0.01 0.414
O 15.6581 12.5290 -8.1180 -0.21 0.04 0.08 -0.054
H 15.6210 13.2208 -7.4575 -0.05 0.30 -0.02 0.059
H 15.4813 11.7235 -7.6321 0.08 -0.39 0.18 0.038
O 11.1851 12.5950 -11.7830 -0.04 0.15 -0.10 -0.096
H 11.8351 12.8706 -12.4293 0.17 0.24 -0.22 0.050
H 10.9555 11.7018 -12.0394 -0.05 -0.32 -0.09 0.027
O 13.7402 10.1962 -14.4284 -0.03 -0.24 0.19 -0.080
H 13.1785 10.1021 -15.1977 -0.10 -0.07 -0.31 0.036
H 13.5364 11.0671 -14.0874 0.11 0.26 0.10 0.004
O 17.3878 10.0889 -8.0167 -0.07 -0.31 0.33 -0.045
H 18.2686 10.4479 -7.9100 0.15 0.22 0.11 0.045
H 17.1816 10.2296 -8.9408 -0.12 0.03 -0.32 -0.019
O 11.2894 7.7396 -12.8808 -0.32 -0.09 0.07 -0.063
H 11.4449 8.6804 -12.9642 0.16 0.20 -0.05 -0.009
H 12.1407 7.3391 -13.0573 0.24 -0.09 -0.04 0.032
O 12.5936 9.3928 -7.3117 0.14 0.02 0.25 -0.080
H 11.7536 9.6694 -7.6778 -0.27 0.16 -0.07 0.022
H 13.0215 8.9182 -8.0244 0.14 -0.16 -0.14 -0.023
O 16.6059 12.2332 -10.6504 0.26 0.05 -0.63 -0.110
H 16.7202 11.3187 -10.9089 0.16 -0.32 -0.26 -0.046
H 16.0923 12.1921 -9.8437 -0.16 0.42 0.58 -0.062
O 17.2665 9.3015 -10.8647 -0.14 0.13 0.02 -0.066
H 17.0850 8.7757 -11.6437 -0.18 -0.11 -0.24 0.055
H 18.1963 9.1573 -10.6891 0.32 -0.05 0.11 0.058
O 9.5919 11.9870 -9.5682 -0.15 -0.14 0.41 -0.052
H 10.2537 12.3338 -10.1665 0.23 0.29 -0.10 -0.027
H 9.1813 11.2712 -10.0533 -0.22 -0.16 -0.03 0.029
O 12.7068 14.5175 -9.9851 0.30 0.22 0.04 -0.048
H 11.8212 14.7913 -9.7467 -0.24 0.06 0.08 0.033
H 12.5782 13.7634 -10.5605 -0.06 -0.25 0.04 -0.021
```
Forces are in eV/Å.

Computed properties:
Highest occupied orbital energy (eV): -10.479
LUMO level (eV): -0.4374
Energy relative to the best compared isomer or geometry (same formula, charge and spin) (kJ/mol): 131.6
Electronic energy (a.u.): -1093.7187

# 2
Molecular formula: C18H28IN3O4
Method: DFT, ωB97M-V/def2-TZVPD

```
54
Properties=species:S:1:pos:R:3:forces:R:3:lowdin_charge:R:1
N 0.2717 -1.8748 -1.9753 0.24 1.55 -2.07 0.146
C -0.3807 -0.7890 -2.6795 1.18 0.20 1.49 -0.468
O -0.7112 0.1673 -1.9881 -0.18 -0.67 -1.50 0.030
C -0.6485 -0.8360 -4.2413 -0.98 -0.64 1.14 -0.073
C -1.9274 -1.7985 -4.4394 -0.26 1.09 -0.54 -0.139
C -2.9892 -1.3943 -3.3621 -0.96 0.65 0.51 -0.131
C -3.5915 -0.0663 -3.4849 0.45 -2.85 1.36 -0.003
N -4.5214 0.3474 -2.5053 0.65 -0.76 -0.16 0.025
C -4.8882 -0.4468 -1.4092 1.15 -2.84 0.36 -0.050
C -4.3567 -1.7941 -1.2214 0.80 2.00 -2.43 0.044
C -3.3429 -2.3146 -2.2351 -0.22 1.79 -0.16 -0.027
C -2.7785 -3.7151 -1.9912 -1.20 -0.27 1.59 -0.617
O -3.4243 -4.4560 -1.2507 0.71 1.02 -0.88 0.010
O -1.5642 -4.2060 -2.5015 -1.62 0.92 -0.79 -0.603
I -2.0738 -5.6408 -3.8689 0.40 0.03 0.25 0.968
H 0.8305 -1.4518 -1.2157 -0.62 -0.42 -0.13 0.099
H 0.8891 -2.3853 -2.6159 -0.39 -0.09 0.48 0.092
H 0.2346 -1.1942 -4.8337 -0.83 0.42 0.57 0.117
H -0.9740 0.2120 -4.5105 0.70 -1.19 0.22 0.113
H -1.6609 -2.8849 -4.4532 -0.26 1.17 0.37 0.038
H -2.3772 -1.5688 -5.4574 0.56 -0.29 1.13 0.122
H -3.3314 0.6447 -4.3111 -0.43 -0.83 1.07 0.138
H -4.9040 1.2903 -2.6099 0.16 -0.70 0.30 0.150
H -5.6070 -0.0551 -0.6439 0.83 -0.12 -1.17 0.124
H -4.6426 -2.4550 -0.3707 0.20 0.88 -0.86 0.117
C 4.1783 1.2230 1.4609 0.32 0.20 -0.04 -0.029
C 3.1654 0.6995 2.4986 1.32 0.75 0.09 -0.494
C 3.0567 1.7027 3.6651 -0.34 0.15 0.18 -0.150
C 2.3443 3.0133 3.3340 0.04 0.20 0.13 -0.181
C 1.3092 2.8777 2.2162 0.32 0.11 -0.13 -0.148
C 0.7640 1.4506 2.0089 -0.40 1.33 -0.28 -0.508
N 1.8978 0.5556 1.7597 -0.97 -2.13 0.83 -0.128
O 1.5325 -0.7050 1.5383 0.27 1.02 -0.28 -0.096
C -0.1085 1.4985 0.7465 -0.08 -0.29 -0.13 -0.052
C -0.1303 1.0591 3.1965 0.00 -0.38 0.29 -0.019
C 3.7487 -0.5894 3.0994 -0.44 -0.39 -0.27 -0.046
H 4.3014 0.5118 0.6410 -0.14 -0.04 0.08 0.086
H 5.1641 1.3794 1.9114 -0.06 -0.04 0.06 0.083
H 3.8631 2.1738 1.0252 -0.08 -0.04 0.06 0.075
H 2.5300 1.2285 4.4990 0.03 -0.17 -0.15 0.104
H 4.0540 1.9339 4.0546 0.01 -0.21 -0.19 0.118
H 1.8637 3.3909 4.2417 0.07 -0.04 -0.02 0.107
H 3.0775 3.7734 3.0489 -0.06 -0.02 0.00 0.106
H 0.4885 3.5769 2.4011 -0.10 -0.23 -0.06 0.116
H 1.7714 3.2193 1.2837 -0.10 -0.20 -0.07 0.109
H 0.4940 1.7248 -0.1362 0.00 -0.08 0.09 0.080
H -0.8764 2.2741 0.8276 0.11 0.02 0.18 0.085
H -0.6221 0.5524 0.5697 0.19 0.03 0.02 0.068
H -0.9530 1.7728 3.3029 0.13 0.06 -0.14 0.085
H 0.4055 1.0423 4.1480 0.05 0.02 -0.08 0.074
H -0.5795 0.0739 3.0543 0.18 0.00 -0.12 0.083
H 4.7109 -0.3852 3.5780 -0.13 0.28 -0.06 0.084
H 3.9308 -1.3518 2.3404 -0.18 0.07 0.01 0.079
H 3.0876 -1.0111 3.8606 -0.04 0.00 -0.14 0.085
```
Forces are in eV/Å.

Computed properties:
Highest occupied orbital energy (eV): -4.417
LUMO level (eV): -2.4254
Electronic energy (a.u.): -1465.3348